Arrangement a

DFT (ωB97M-V/def2-TZVPD) results for a cluster of 2 separate species, C2H3NO2 in total.

Its HOMO-LUMO gap is 10.38 eV.

The geometry in ORCA input format:
```
! RIJCOSX wB97M-V def2-TZVPD def2/J DEFGRID3
* xyz 0 1
C -1.198 -0.128 0.135
C 0.227 0.252 0.354
N -0.205 -0.879 -0.415
O -2.375 -0.015 0.217
O 0.841 1.353 -0.135
H 1.157 -0.193 1.442
H -0.110 -1.443 -1.267
H 1.663 1.055 -0.331
*
```

Atom charges from the Mulliken analysis, given in e for atoms 1 to 6: 0.383, -0.001, -0.259, -0.479, -0.431, 0.193

---

Arrangement b

DFT (ωB97M-V/def2-TZVPD) results for the molecule C2H3NO2.

Its structure (SMILES) is O=CNC=O. Its HOMO-LUMO gap is 11.13 eV.

The geometry in ORCA input format:
```
! RIJCOSX wB97M-V def2-TZVPD def2/J DEFGRID3
* xyz 0 1
N 0.180 0.161 0.469
C 0.647 0.777 -0.678
O 0.232 0.533 -1.785
C -0.812 -0.823 0.398
O -0.890 -1.742 1.171
H 0.714 0.225 1.326
H 1.451 1.507 -0.482
H -1.521 -0.638 -0.419
*
```

Atom charges from the Mulliken analysis, given in e for atoms 1 to 6: -0.117, 0.099, -0.500, 0.086, -0.484, 0.260

---

Arrangement c

DFT (ωB97M-V/def2-TZVPD) results for a cluster of 2 separate species, C2H3NO2 in total.

Its HOMO-LUMO gap is 9.84 eV.

The geometry in ORCA input format:
```
! RIJCOSX wB97M-V def2-TZVPD def2/J DEFGRID3
* xyz 0 1
C -2.330 0.830 -0.192
C 0.519 -0.689 0.359
N -2.519 1.859 -0.609
O 1.495 -1.152 1.169
O 0.865 0.244 -0.398
H -2.131 -0.094 0.358
H 1.141 -1.979 1.704
H 1.748 0.434 -0.754
*
```

Atom charges from the Mulliken analysis, given in e for atoms 1 to 6: 0.117, -0.115, -0.350, -0.409, -0.180, 0.235

---

Unit: kcal/mol. Relative energies: arrangement a 85.6; arrangement b 0.0; arrangement c 71.6.

---

Arrangement a

DFT (ωB97M-V/def2-TZVPD) results for the molecule C2H3NO2.

Its structure (SMILES) is O=CNC=O. Its HOMO-LUMO gap is 10.94 eV.

The geometry in ORCA input format:
```
! RIJCOSX wB97M-V def2-TZVPD def2/J DEFGRID3
* xyz 0 1
C 1.338 0.409 0.035
C -0.962 -0.309 0.066
H 2.081 1.306 -0.120
H -0.356 1.582 -0.181
H -0.542 -1.294 0.399
N 0.025 0.661 0.095
O 1.684 -0.740 -0.080
O -2.135 -0.113 -0.091
*
```

Atom charges from the Mulliken analysis, given in e for atoms 1 to 6: 0.168, 0.065, 0.295, 0.268, 0.304, -0.119

---

Arrangement b

DFT (ωB97M-V/def2-TZVPD) results for a cluster of 2 separate species, C2H3NO2 in total.

Its HOMO-LUMO gap (alpha / beta) is 11.31 / 5.69 eV.

The geometry in ORCA input format:
```
! RIJCOSX wB97M-V def2-TZVPD def2/J DEFGRID3
* xyz 0 1
C 0.891 0.411 -0.029
C -0.491 0.260 -0.067
N 3.689 0.121 -0.065
O 3.120 -0.848 0.084
O 1.680 1.387 0.001
H 1.349 -0.661 0.021
H -0.730 -0.792 0.040
H -1.112 0.963 0.407
*
```

Atom charges from the Mulliken analysis, given in e for atoms 1 to 6: 0.479, -0.736, 0.173, -0.239, -0.488, 0.201

---

Unit: kcal/mol. Relative energies: arrangement a 0.0; arrangement b 115.9.

---

Arrangement a

DFT (ωB97M-V/def2-TZVPD) results for the molecule C18H24N2O3.

Its structure (SMILES) is O=C([C@@H]1CCC(=O)N(C2CC2)C1)N(CCO)Cc1ccccc1. Its HOMO-LUMO gap is 10.08 eV.

The geometry in ORCA input format:
```
! RIJCOSX wB97M-V def2-TZVPD def2/J DEFGRID3
* xyz 0 1
O -2.492 0.542 2.049
C -1.652 0.311 1.188
N -0.339 0.397 1.478
C 0.769 0.278 0.560
C 1.574 -0.992 0.729
C 1.107 -2.072 1.465
C 1.866 -3.226 1.573
C 3.095 -3.313 0.944
C 3.566 -2.239 0.207
C 2.811 -1.086 0.102
H 3.182 -0.250 -0.473
H 4.524 -2.300 -0.288
H 3.684 -4.214 1.027
H 1.491 -4.058 2.150
H 0.148 -2.017 1.959
H 0.406 0.332 -0.467
H 1.435 1.136 0.720
C 0.031 0.692 2.859
H -0.580 0.082 3.531
H 1.078 0.416 2.984
C -0.189 2.169 3.229
O -1.439 2.409 3.806
H -2.096 1.881 3.316
H -0.052 2.789 2.325
H 0.553 2.482 3.969
C -2.144 -0.064 -0.211
H -3.229 -0.134 -0.070
C -1.925 1.064 -1.247
N -0.847 0.802 -2.180
C -0.774 -0.400 -2.825
O -0.010 -0.604 -3.742
C -1.699 -1.452 -2.248
H -2.715 -1.250 -2.597
C -1.649 -1.423 -0.723
H -0.630 -1.634 -0.403
H -2.283 -2.213 -0.317
H -1.392 -2.424 -2.633
C -0.204 1.932 -2.789
C 0.522 2.931 -1.939
C 1.293 1.994 -2.816
H 1.767 2.376 -3.706
H 1.831 1.182 -2.353
H 0.555 2.776 -0.872
H 0.455 3.970 -2.222
H -0.733 2.309 -3.660
H -2.861 1.210 -1.804
H -1.707 2.005 -0.735
*
```

Atom charges from the Mulliken analysis, given in e for atoms 1 to 6: -0.841, 0.246, 0.665, -0.402, 0.568, 0.039

---

Arrangement b

DFT (ωB97M-V/def2-TZVPD) results for a structure of composition C18H24N2O3.

Its HOMO-LUMO gap is 9.38 eV.

The geometry in ORCA input format:
```
! RIJCOSX wB97M-V def2-TZVPD def2/J DEFGRID3
* xyz 0 1
C -2.411 0.691 2.284
C -2.069 -0.576 1.290
C -0.992 -1.578 1.991
C -0.699 -2.622 1.093
O 0.008 -2.043 -0.202
C 0.361 -3.102 -0.829
C 1.112 -2.479 -1.885
H 2.188 -1.949 -1.545
C 0.593 -1.703 -2.944
N -0.175 -0.617 -2.361
C 0.608 0.495 -1.991
O 1.721 0.869 -2.626
C -0.275 1.663 -1.543
C -1.421 2.103 -1.649
O -1.663 3.116 -0.844
N -0.932 3.118 0.299
C -0.059 2.230 -0.203
C 1.124 1.929 0.787
C 1.782 2.732 1.585
C 2.701 2.573 2.554
C 3.440 1.399 2.404
C 2.821 0.372 1.798
C 1.819 0.551 0.855
H 1.308 -0.165 0.278
H 3.615 -0.678 1.556
H 4.199 1.057 3.040
H 3.042 3.464 2.984
H 1.325 3.717 1.674
C -2.411 2.085 -2.807
H -2.602 2.974 -3.345
H -3.175 1.524 -2.556
H -1.746 1.430 -3.688
H -0.878 -0.888 -1.622
H -0.327 -2.259 -3.495
H 1.132 -1.282 -3.718
H 1.843 -3.569 -2.371
H 1.173 -3.901 -0.354
H -0.628 -3.791 -1.097
H -0.036 -3.320 1.757
H -1.595 -3.135 1.066
H -1.621 -1.818 2.980
H -0.233 -0.827 2.503
H -2.985 -0.905 1.221
H -1.709 0.000 0.388
H -2.930 1.467 1.838
H -2.806 0.343 3.084
H -1.533 1.302 2.365
*
```

Atom charges from the Mulliken analysis, given in e for atoms 1 to 6: -1.846, -0.063, -0.421, -0.837, -0.035, -0.445

---

Unit: kcal/mol. Relative energies: arrangement a 0.0; arrangement b 328.9.

---

Arrangement a

DFT (ωB97M-V/def2-TZVPD) results for a cluster of 3 separate species, C5H14O2 in total.

Its HOMO-LUMO gap (alpha / beta) is 10.12 / 6.48 eV.

The geometry in ORCA input format:
```
! RIJCOSX wB97M-V def2-TZVPD def2/J DEFGRID3
* xyz 1 2
C -0.922 1.236 -1.227
C -1.567 -0.046 -0.715
C -0.722 -0.891 0.163
C -1.012 -2.272 0.192
C 0.201 -0.264 1.089
H -1.534 1.616 -2.043
H -0.947 2.033 -0.487
H 0.122 1.093 -1.511
H -2.392 0.191 -0.014
H -2.050 -0.616 -1.507
H -0.490 -3.007 0.808
H -1.803 -2.702 -0.422
H -0.341 0.456 1.711
H 0.864 -0.931 1.636
H 0.911 0.393 0.585
H 1.847 2.835 0.520
H 0.875 3.374 1.656
O 1.541 2.709 1.431
H 2.238 -1.676 -1.394
H 2.396 -1.991 0.144
O 2.787 -1.537 -0.615
*
```

Atom charges from the Mulliken analysis, given in e for atoms 1 to 6: -1.149, -0.375, 1.109, -0.999, -1.185, 0.368

---

Arrangement b

DFT (ωB97M-V/def2-TZVPD) results for a cluster of 3 separate species, C5H14O2 in total.

Its HOMO-LUMO gap (alpha / beta) is 10.85 / 7.33 eV.

The geometry in ORCA input format:
```
! RIJCOSX wB97M-V def2-TZVPD def2/J DEFGRID3
* xyz 1 2
C 0.958 -0.316 2.765
C -0.293 -0.569 1.875
C 0.099 -0.462 0.371
C -1.111 -0.348 -0.442
C -1.635 0.904 -0.759
H 1.172 -1.202 3.358
H 1.804 0.137 2.252
H 0.683 0.448 3.506
H -0.615 -1.585 2.104
H -1.080 0.118 2.117
H 0.632 -1.345 0.049
H 0.798 0.372 0.250
H -1.592 -1.256 -0.765
H -1.239 1.832 -0.374
H -2.421 1.032 -1.496
H 0.967 1.570 -2.570
H 0.474 2.535 -1.426
O 0.240 2.122 -2.261
H -0.075 -1.234 -2.935
H 1.445 -1.580 -3.096
O 0.788 -1.170 -2.523
*
```

Atom charges from the Mulliken analysis, given in e for atoms 1 to 6: -1.065, -0.374, -0.644, -0.034, -0.598, 0.300

---

Unit: kcal/mol. Relative energies: arrangement a 0.0; arrangement b 4.7.

---

Arrangement a

DFT (ωB97M-V/def2-TZVPD) results for a cluster of 2 separate species, C6H12O in total.

Its HOMO-LUMO gap (alpha / beta) is 2.52 / 6.11 eV.

The geometry in ORCA input format:
```
! RIJCOSX wB97M-V def2-TZVPD def2/J DEFGRID3
* xyz -1 2
C 0.193 -1.812 1.261
C 1.151 -2.114 2.196
C 0.757 0.544 0.606
C -0.152 -0.439 0.859
C -1.639 -0.286 0.659
C 0.433 1.928 0.036
H -0.306 -2.630 0.735
H 1.414 -1.525 3.067
H 1.507 -3.148 2.219
H 1.809 0.431 0.830
H -2.019 0.399 1.446
H -2.150 -1.222 0.879
H -2.042 0.178 -0.254
H -0.128 1.806 -0.899
H 1.372 2.298 -0.394
H -0.043 2.675 0.672
H -0.908 1.276 -4.891
H -0.072 0.632 -3.746
O -0.347 1.478 -4.150
*
```

Atom charges from the Mulliken analysis, given in e for atoms 1 to 6: -0.718, -0.765, -0.755, 0.713, -1.481, -0.972

---

Arrangement b

DFT (ωB97M-V/def2-TZVPD) results for the ion C6H12O with charge -1.

Its HOMO-LUMO gap (alpha / beta) is 3.51 / 7.00 eV.

The geometry in ORCA input format:
```
! RIJCOSX wB97M-V def2-TZVPD def2/J DEFGRID3
* xyz -1 2
O -1.578 -2.275 -0.114
C -1.953 -1.076 -0.397
C -1.626 0.165 0.414
C -0.661 1.109 -0.336
C 0.493 0.388 -1.053
C 1.276 -0.572 -0.126
C 1.796 0.086 1.163
H -2.361 -0.900 -1.423
H -2.551 0.700 0.687
H -1.203 -0.243 1.337
H -0.176 1.770 0.400
H -1.293 1.644 -1.041
H 1.212 1.114 -1.446
H 0.092 -0.214 -1.870
H 2.092 -0.914 -0.771
H 0.668 -1.432 0.151
H 2.643 -0.519 1.491
H 2.109 1.119 1.008
H 1.021 0.051 1.925
*
```

Atom charges from the Mulliken analysis, given in e for atoms 1 to 6: -0.659, -0.664, -0.431, -0.839, -0.889, -0.324

---

Arrangement c

DFT (ωB97M-V/def2-TZVPD) results for a cluster of 2 separate species, C6H12O in total.

Its HOMO-LUMO gap (alpha / beta) is 3.47 / 3.48 eV.

The geometry in ORCA input format:
```
! RIJCOSX wB97M-V def2-TZVPD def2/J DEFGRID3
* xyz -1 2
C 2.971 0.789 -1.272
C 2.368 -0.153 -0.215
C 1.271 -0.906 -0.609
C 0.177 -1.454 0.077
C 0.095 -1.576 1.493
C -0.432 -0.617 2.496
H 2.226 1.551 -1.518
H 3.184 0.232 -2.189
H 3.969 1.155 -1.008
H 2.773 -0.113 0.788
H 1.234 -1.013 -1.702
H -0.506 -1.995 -0.585
H 0.828 -2.301 1.920
H -0.842 -1.156 3.361
H 0.396 -0.004 2.887
H -1.119 0.079 2.004
H -6.460 2.501 -2.709
H -5.714 2.761 -1.422
O -6.419 2.218 -1.795
*
```

Atom charges from the Mulliken analysis, given in e for atoms 1 to 6: -1.055, -0.266, -0.465, -0.578, -0.327, -0.933

---

Unit: kcal/mol. Relative energies: arrangement a 31.3; arrangement b 0.0; arrangement c 50.9.

---

Arrangement a

DFT (ωB97M-V/def2-TZVPD) results for the molecule C5H7N.

Its structure (SMILES) is C#CCN1CC1. Its HOMO-LUMO gap is 10.66 eV.

The geometry in ORCA input format:
```
! RIJCOSX wB97M-V def2-TZVPD def2/J DEFGRID3
* xyz 0 1
C -2.277 -0.595 0.019
C -1.377 0.207 -0.030
C -0.211 1.199 -0.013
C 1.291 -0.538 0.737
C 1.079 -0.749 -0.689
H -2.926 -1.376 0.296
H -0.165 2.011 -0.797
H -0.216 1.614 1.024
H 2.225 -0.623 1.201
H 0.476 -0.867 1.401
H 1.926 -0.891 -1.372
H 0.058 -1.028 -1.038
N 1.084 0.574 -0.123
*
```

Atom charges from the Mulliken analysis, given in e for atoms 1 to 6: 0.100, -0.581, -0.410, -0.298, -0.359, 0.424

---

Arrangement b

DFT (ωB97M-V/def2-TZVPD) results for a structure of composition C5H7N.

Its HOMO-LUMO gap (alpha / beta) is 8.67 / 7.45 eV.

The geometry in ORCA input format:
```
! RIJCOSX wB97M-V def2-TZVPD def2/J DEFGRID3
* xyz 0 1
C 2.633 0.897 0.452
C 0.532 -1.364 0.376
C 0.067 -0.404 -0.709
C 1.485 -0.517 -0.351
C -0.761 0.816 -0.377
N 2.751 -0.013 -0.444
H 1.746 1.093 1.068
H 0.291 -1.142 1.408
H 0.549 -2.427 0.167
H -0.205 -0.845 -1.664
H -0.551 1.613 -1.089
H -0.541 1.180 0.625
H -1.820 0.577 -0.432
*
```

Atom charges from the Mulliken analysis, given in e for atoms 1 to 6: -0.262, -0.548, 0.257, 0.225, -1.346, -0.452

---

Unit: kcal/mol. Relative energies: arrangement a 0.0; arrangement b 50.0.

---

Arrangement a

DFT (ωB97M-V/def2-TZVPD) results for a cluster of 3 separate species, C5H7N in total.

Its HOMO-LUMO gap is 7.92 eV.

The geometry in ORCA input format:
```
! RIJCOSX wB97M-V def2-TZVPD def2/J DEFGRID3
* xyz 0 1
C 1.489 0.025 0.209
C 0.463 0.178 -0.776
C -0.352 -1.006 -0.720
N -1.499 -0.682 -0.192
C -1.623 0.756 0.139
C -0.423 1.227 -0.443
H 0.536 0.050 1.337
H 2.088 -0.885 0.253
H 2.027 0.914 0.540
H -0.066 -2.034 -0.929
H -2.238 -1.338 0.022
H -0.393 0.511 1.293
H -0.079 2.242 -0.263
*
```

Atom charges from the Mulliken analysis, given in e for atoms 1 to 6: -0.718, 0.141, -0.230, 0.010, -0.636, -0.414

---

Arrangement b

DFT (ωB97M-V/def2-TZVPD) results for a structure of composition C5H7N.

Its HOMO-LUMO gap is 8.78 eV.

The geometry in ORCA input format:
```
! RIJCOSX wB97M-V def2-TZVPD def2/J DEFGRID3
* xyz 0 1
C -0.098 -0.799 -1.273
C 0.556 0.554 -1.448
C -0.116 1.046 0.625
C -0.604 -0.347 1.042
N 0.359 -1.029 0.132
C 1.061 0.309 -0.077
H 0.495 -1.443 -1.942
H -1.159 -0.957 -1.506
H -0.735 1.572 -0.140
H 0.168 1.780 1.360
H -0.345 -0.576 2.079
H -1.657 -0.601 0.874
H 2.077 0.490 0.275
*
```

Atom charges from the Mulliken analysis, given in e for atoms 1 to 6: -0.093, -0.776, -0.632, -0.379, -0.478, 0.220

---

Unit: kcal/mol. Relative energies: arrangement a 26.7; arrangement b 0.0.

---

Arrangement a

DFT (ωB97M-V/def2-TZVPD) results for the molecule C8H12O2.

Its HOMO-LUMO gap is 9.15 eV.

The geometry in ORCA input format:
```
! RIJCOSX wB97M-V def2-TZVPD def2/J DEFGRID3
* xyz 0 1
O 2.293 2.119 -0.985
O 1.650 -0.032 -1.003
C 1.508 1.264 -0.735
C -0.232 -1.396 -0.327
C 0.509 -0.228 -0.434
C -1.438 -1.629 0.497
C 0.560 -2.537 -1.037
C -0.905 2.139 -0.395
C 0.500 1.408 1.635
C 0.316 1.226 0.101
H -1.433 -2.500 1.190
H -1.581 -0.669 1.015
H -2.246 -1.844 -0.209
H 1.751 -2.430 -0.978
H 0.350 -2.557 -2.065
H 0.200 -3.509 -0.827
H -1.796 1.899 0.213
H -0.666 3.148 -0.293
H -1.099 1.985 -1.450
H 0.986 2.312 1.891
H -0.365 1.226 2.226
H 1.137 0.605 1.968
*
```

Atom charges from the Mulliken analysis, given in e for atoms 1 to 6: -0.593, -0.434, -0.077, 0.811, -0.152, -1.150

---

Arrangement b

DFT (ωB97M-V/def2-TZVPD) results for the molecule C8H12O2.

Its HOMO-LUMO gap (alpha / beta) is 8.00 / 8.00 eV.

The geometry in ORCA input format:
```
! RIJCOSX wB97M-V def2-TZVPD def2/J DEFGRID3
* xyz 0 1
C 0.768 1.699 -0.260
C -0.791 1.902 -0.154
C 1.177 0.425 -0.248
C -1.593 0.860 -0.254
C 0.187 -0.716 -0.048
C 2.652 -0.006 -0.595
C 0.029 -1.392 1.214
C -2.979 0.277 -0.151
O -0.018 -1.612 -1.018
O -3.094 -0.908 -0.891
H 1.440 2.531 -0.383
H -1.011 3.010 -0.308
H 3.126 0.621 -1.311
H 2.648 -1.029 -0.794
H 3.174 -0.059 0.423
H -0.403 -0.741 1.982
H 0.965 -1.707 1.668
H -0.472 -2.331 1.181
H -3.772 0.989 -0.417
H -2.951 0.131 1.007
H 0.406 -1.405 -1.866
H -2.691 -1.659 -0.435
*
```

Atom charges from the Mulliken analysis, given in e for atoms 1 to 6: -0.371, -0.419, 0.221, 0.123, 0.677, -1.495

---

Unit: kcal/mol. Relative energies: arrangement a 0.0; arrangement b 62.3.